145
Properties=species:S:1:pos:R:3:forces:R:3:lowdin_charge:R:1 method="wB97M-V/def2-TZVPD" homo_energy_ev=-10.1013 lumo_ev=-3.2 total_energy_ev=-71983.713 spin_multiplicity=1 total_charge=+1 molar_mass_g_mol=819.2 fmax_ev_per_a=7.83
C -5.8277 -0.9432 6.7241 -0.023 -1.123 0.341 -0.057
C -6.6223 -1.3725 5.3402 -1.037 0.090 -0.855 -0.222
C -5.8186 -2.5079 4.4101 -1.130 -0.428 0.756 -0.056
N -7.8571 -0.9452 4.9455 5.599 0.792 -0.236 0.048
C -7.8516 0.3345 4.1651 -1.719 2.022 0.296 -0.384
C -9.4376 0.8083 3.9199 0.120 -0.251 2.001 -0.150
C -10.5068 -0.4242 3.8846 -1.230 0.461 -0.845 -0.176
C -10.5155 -1.2896 2.4658 -0.573 -0.367 0.741 -0.373
C -10.7106 -0.3416 1.1249 0.407 -1.640 -0.220 -0.107
C -9.2816 -2.3733 2.3463 -0.624 -0.997 -0.991 -0.130
C -7.1793 1.6308 4.9772 -0.249 -0.092 -0.440 -0.123
C -5.5983 1.8753 4.6377 0.368 1.298 0.664 -0.127
C -5.2007 1.8153 3.0489 1.859 0.572 1.368 -0.231
C -4.0117 0.6978 2.8897 0.913 0.192 -0.124 -0.061
C -3.1704 0.7683 1.4853 -0.267 3.275 -3.987 -0.259
O -3.4728 1.6931 0.5633 1.082 -5.484 5.480 -0.022
N -2.0122 -0.1704 1.2065 -1.836 0.216 2.500 -0.180
C -1.3146 -0.6310 2.4675 0.602 0.349 2.331 -0.144
C -2.4485 -1.4431 0.5079 0.835 -0.861 -1.395 -0.087
N -6.4539 1.5442 2.2492 -0.017 0.279 -0.781 0.052
C -7.1770 0.2802 2.6774 -1.565 -2.112 -1.072 -0.073
H -4.7248 -1.3967 6.7715 -2.442 1.030 -0.376 0.099
H -5.7859 0.2077 6.9236 -0.338 -2.284 -0.468 0.068
H -6.4061 -1.4750 7.6200 1.063 1.272 -1.925 0.113
H -5.8064 -3.5322 5.0231 0.015 2.175 -1.330 0.112
H -6.4561 -2.6750 3.4187 1.534 0.384 2.213 0.079
H -4.7017 -2.2246 4.2074 -2.123 -0.391 0.466 0.070
H -9.6994 1.4536 4.8894 0.448 -1.367 -2.098 0.128
H -9.5155 1.5481 3.0170 0.106 -1.514 1.520 0.109
H -11.5902 0.0780 3.9294 2.330 -0.928 -0.078 0.125
H -10.4800 -1.1302 4.8469 0.429 1.607 -2.247 0.129
H -11.5103 -1.9479 2.5244 2.212 1.421 -0.091 0.138
H -10.0534 0.6258 1.1177 -1.523 -1.668 0.108 0.055
H -10.3362 -1.0048 0.2090 -0.885 1.477 1.831 0.094
H -11.8580 -0.1656 0.9762 2.367 0.126 0.260 0.091
H -8.3928 -2.0057 1.6426 -1.795 -0.698 1.737 0.070
H -9.7391 -3.3172 1.7757 1.077 2.025 1.112 0.093
H -8.9030 -2.7934 3.3804 -0.713 1.246 -2.110 0.073
H -7.4176 1.4389 6.1110 0.763 0.488 -2.222 0.132
H -7.7690 2.6243 4.6877 1.224 -2.103 0.492 0.127
H -4.8464 1.1814 5.2092 -1.742 1.187 -1.055 0.100
H -5.3471 2.9854 4.9991 -0.469 -2.475 -0.698 0.140
H -4.7733 2.8563 2.6851 -0.926 -2.286 0.653 0.180
H -3.2305 0.9253 3.7635 -1.759 -0.456 -1.940 0.145
H -4.3576 -0.4085 3.0517 0.511 2.125 -0.279 0.102
H -0.3336 -1.2483 2.2696 -2.084 1.323 -0.102 0.118
H -1.9896 -1.3189 3.1674 1.176 1.211 -1.492 0.091
H -0.9868 0.2767 3.1701 -0.679 -1.744 -1.754 0.107
H -1.8754 -1.4609 -0.5338 -1.748 -0.168 2.177 0.101
H -3.6129 -1.4995 0.4054 2.205 -0.072 0.046 0.101
H -2.0010 -2.3666 1.1172 -1.332 1.952 -1.392 0.106
H -6.1855 1.4380 1.2331 -0.173 0.189 1.120 0.191
H -7.0971 2.3915 2.2837 0.925 -1.308 0.164 0.204
H -6.4514 -0.6130 2.4772 -1.293 1.773 0.605 0.125
H -8.0774 0.1471 1.9049 2.132 0.263 1.637 0.125
C -0.1182 -4.0617 -3.6374 -0.619 -0.011 0.235 -0.016
C 0.0769 -3.3762 -2.3115 -0.572 0.322 0.540 -0.473
O -0.8582 -3.2258 -1.5267 0.774 0.072 -0.960 -0.011
C 1.4603 -2.8820 -1.9828 -0.333 0.203 0.447 -0.007
H -1.1657 -4.3648 -3.7385 0.294 -0.001 0.006 0.071
H 0.1270 -3.3741 -4.4507 0.213 -0.134 0.024 0.088
H 0.5108 -4.9539 -3.6905 0.055 0.142 -0.163 0.092
H 1.7758 -2.1418 -2.7225 0.206 -0.195 -0.071 0.070
H 2.1596 -3.7216 -1.9623 0.055 0.124 -0.188 0.095
H 1.4514 -2.4089 -0.9952 0.002 -0.161 -0.181 0.084
C 4.0269 1.6113 -4.6435 0.122 -0.316 -0.279 -0.018
C 3.5576 0.6731 -3.5640 -0.011 -1.301 -0.129 -0.481
O 3.5890 -0.5466 -3.7199 -0.080 1.260 0.116 0.029
C 3.0484 1.2847 -2.2862 -0.072 -0.409 0.183 -0.013
H 4.3665 1.0298 -5.5072 -0.073 0.088 0.191 0.078
H 3.2032 2.2569 -4.9585 0.113 0.101 0.107 0.082
H 4.8625 2.2123 -4.2760 -0.171 0.133 0.026 0.086
H 2.1811 1.9158 -2.4962 0.162 0.139 0.017 0.089
H 3.8404 1.8712 -1.8137 -0.084 0.185 -0.076 0.065
H 2.7442 0.4883 -1.5988 0.061 0.127 -0.167 0.078
C -1.8326 -7.2089 -7.5420 0.344 -0.259 0.265 -0.026
C -2.1890 -6.2955 -6.3997 0.722 -0.192 1.393 -0.487
O -1.6479 -6.4064 -5.3007 -0.695 0.145 -1.365 0.040
C -3.2328 -5.2411 -6.6542 0.007 0.200 0.463 -0.025
H -1.0663 -7.9190 -7.2133 -0.180 0.177 -0.053 0.086
H -2.7157 -7.7692 -7.8590 0.044 0.157 -0.169 0.087
H -1.4335 -6.6242 -8.3747 -0.214 -0.073 -0.066 0.087
H -4.1783 -5.7138 -6.9317 0.089 0.100 -0.194 0.087
H -2.8961 -4.5688 -7.4473 -0.172 -0.131 -0.093 0.087
H -3.3879 -4.6564 -5.7413 0.047 -0.141 -0.190 0.081
C 1.3212 -6.9290 1.6139 0.396 0.254 0.320 -0.028
C 0.7598 -5.6716 1.0057 0.467 1.288 0.313 -0.487
O 1.1978 -4.5636 1.3115 -0.527 -1.261 -0.306 0.040
C -0.3581 -5.8222 0.0089 -0.058 0.554 0.051 -0.018
H 2.1211 -6.6673 2.3146 -0.174 -0.047 -0.161 0.084
H 0.5373 -7.4595 2.1601 0.038 -0.129 -0.202 0.085
H 1.7376 -7.5669 0.8302 -0.203 -0.102 0.076 0.087
H -1.2169 -6.3035 0.4837 0.105 -0.234 -0.131 0.089
H -0.0166 -6.4109 -0.8462 -0.153 -0.178 0.095 0.094
H -0.6632 -4.8323 -0.3464 0.086 -0.456 0.241 0.046
C 7.5554 3.1028 0.8742 -0.512 0.408 0.037 -0.016
C 6.9116 2.5966 -0.3888 -0.965 0.363 -0.470 -0.468
O 5.8453 3.0588 -0.7916 0.937 -0.440 0.403 0.026
C 7.6229 1.5032 -1.1401 -0.593 0.085 -0.533 -0.034
H 6.9309 3.8902 1.3095 0.198 -0.201 -0.164 0.054
H 7.6459 2.2883 1.5973 0.255 -0.005 -0.106 0.090
H 8.5391 3.5218 0.6477 0.022 -0.234 0.106 0.093
H 7.7164 0.6174 -0.5067 0.288 0.187 -0.073 0.084
H 8.6096 1.8508 -1.4563 -0.174 -0.205 0.246 0.072
H 7.0428 1.2379 -2.0303 0.004 0.087 0.175 0.077
C 5.9890 8.5152 -0.7185 0.471 0.186 0.008 -0.029
C 6.1916 7.2617 -1.5270 1.487 -0.493 -0.627 -0.491
O 7.2967 6.9642 -1.9777 -1.427 0.418 0.584 0.047
C 4.9900 6.3862 -1.7627 0.220 -0.330 -0.292 -0.031
H 6.9418 9.0477 -0.6296 -0.205 -0.143 -0.032 0.084
H 5.2691 9.1677 -1.2189 -0.109 -0.081 0.172 0.083
H 5.6371 8.2580 0.2838 -0.162 0.071 -0.105 0.083
H 4.2256 6.9439 -2.3096 -0.081 0.020 0.200 0.082
H 4.5936 6.0342 -0.8069 -0.104 0.096 -0.090 0.085
H 5.2855 5.5178 -2.3608 -0.045 0.179 0.205 0.077
C 2.1914 1.4845 -9.0639 -0.180 0.475 0.091 -0.026
C 1.7467 0.9014 -7.7492 -0.776 0.865 1.074 -0.497
O 1.1530 1.5842 -6.9161 0.757 -0.838 -1.002 0.039
C 2.0564 -0.5493 -7.4934 -0.224 -0.015 0.459 -0.027
H 1.9005 2.5393 -9.1100 0.057 -0.245 0.034 0.085
H 3.2788 1.4174 -9.1512 -0.085 -0.159 -0.148 0.087
H 1.7098 0.9524 -9.8882 0.227 -0.065 -0.002 0.086
H 3.1378 -0.7070 -7.5107 -0.088 -0.109 -0.165 0.087
H 1.5688 -1.1719 -8.2477 0.228 0.003 -0.072 0.084
H 1.6767 -0.8327 -6.5061 0.122 0.093 -0.196 0.080
C 5.0033 5.4959 4.4880 -0.181 0.173 -0.439 -0.027
C 6.4341 5.2618 4.0832 0.557 0.326 -1.536 -0.485
O 6.8204 5.4950 2.9390 -0.544 -0.218 1.564 0.038
C 7.3741 4.7314 5.1326 0.405 -0.014 -0.300 -0.024
H 4.4414 5.8791 3.6296 0.154 -0.091 0.174 0.083
H 4.5500 4.5554 4.8111 0.033 0.119 0.190 0.085
H 4.9608 6.2350 5.2920 -0.047 -0.203 0.096 0.086
H 7.0264 3.7568 5.4844 -0.042 0.145 0.173 0.086
H 7.4372 5.4364 5.9653 -0.117 -0.182 0.077 0.087
H 8.3723 4.6116 4.6982 -0.241 0.040 0.074 0.087
C 12.4741 1.6427 -0.0780 -0.318 0.392 0.081 -0.021
C 11.3561 0.6581 -0.2942 -1.357 0.438 0.158 -0.468
O 10.1783 0.9957 -0.1868 1.804 -0.541 0.096 0.025
C 11.7350 -0.7554 -0.6470 -0.491 -0.166 -0.027 -0.021
H 12.0520 2.6224 0.1700 0.077 -0.230 -0.061 0.086
H 13.1040 1.3131 0.7520 0.122 -0.039 -0.196 0.088
H 13.0669 1.7382 -0.9912 0.132 -0.115 0.156 0.089
H 12.3321 -1.1918 0.1577 0.146 0.043 -0.180 0.087
H 12.2949 -0.7667 -1.5855 0.152 -0.043 0.173 0.088
H 10.8265 -1.3537 -0.7735 0.194 0.153 0.031 0.086



37
Properties=species:S:1:pos:R:3:forces:R:3:nbo_charge:R:1 method="wB97M-V/def2-TZVPD" homo_energy_ev=-20.5659 lumo_ev=-17.4 total_energy_ev=-33189.454 spin_multiplicity=1 relative_energy_kj_mol=279.5 total_charge=+3 molar_mass_g_mol=385.1 fmax_ev_per_a=2.81
In -6.1673 1.1315 -16.5334 -0.616 -0.288 0.227 1.596
C -2.3674 -0.2606 -13.6542 -0.998 -0.954 0.523 -0.276
O -1.7675 0.6120 -14.6159 -0.588 -0.163 -0.228 -0.332
C -2.4475 1.1118 -15.5995 1.058 1.200 0.313 1.017
O -3.5005 0.6197 -16.0462 -1.838 -0.840 -0.197 -0.614
O -1.8676 2.1712 -16.0576 -0.331 -0.065 -0.042 -0.391
C -2.1227 2.6346 -17.3892 -0.121 1.086 -0.672 -0.276
H -3.4598 -0.2887 -13.6881 0.089 0.541 -0.298 0.187
H -2.0798 0.0814 -12.6622 0.446 -0.075 -0.112 0.263
H -2.0837 -1.2972 -13.8498 0.607 0.221 0.103 0.253
H -1.7393 1.9255 -18.1170 0.022 -0.019 0.015 0.235
H -1.6309 3.6036 -17.4572 0.434 -0.303 0.016 0.262
H -3.1664 2.9108 -17.6013 -0.100 -0.583 0.405 0.177
C -10.9941 0.2961 -14.8092 -0.561 -1.210 -0.040 -0.283
O -10.4689 1.3804 -14.0368 0.557 0.270 -0.843 -0.357
C -9.3788 2.0162 -14.3541 -0.076 0.509 1.907 1.018
O -8.6364 1.7130 -15.3090 0.599 -0.673 -1.296 -0.589
O -9.1721 2.9658 -13.4922 0.274 -0.315 -0.204 -0.393
C -8.0641 3.8772 -13.5912 0.204 0.805 -0.668 -0.272
H -10.2989 -0.1596 -15.5088 0.272 0.442 -0.021 0.203
H -11.9050 0.6233 -15.3038 0.075 0.202 0.011 0.235
H -11.2561 -0.4936 -14.1021 -0.089 0.243 0.173 0.252
H -8.4585 4.8601 -13.3271 0.018 -0.220 0.212 0.264
H -7.7212 3.9546 -14.6257 -0.047 -0.119 0.054 0.178
H -7.2376 3.6119 -12.9331 -0.311 -0.256 0.158 0.223
C -11.3799 -1.0593 -18.8269 0.060 -0.106 -0.588 -0.267
O -10.1781 -0.8902 -18.0414 0.344 -0.272 0.773 -0.396
C -9.0072 -0.7606 -18.5843 -1.430 1.653 -1.770 1.022
O -8.0377 -0.4223 -17.8878 1.930 -0.296 1.093 -0.644
O -9.0052 -0.8256 -19.8915 0.512 -0.514 0.594 -0.432
C -7.7545 -0.7252 -20.6328 0.113 0.719 -0.220 -0.266
H -12.0899 -1.5930 -18.2048 -0.052 0.243 0.135 0.248
H -11.1842 -1.6121 -19.7419 0.061 -0.033 0.059 0.242
H -11.6916 -0.0382 -19.0893 -0.255 -0.194 0.098 0.244
H -7.4145 0.3136 -20.6263 -0.046 -0.059 0.267 0.199
H -7.9975 -0.9408 -21.6667 -0.111 -0.389 0.095 0.257
H -6.9977 -1.3850 -20.2241 -0.106 -0.188 -0.030 0.214



9
Properties=species:S:1:pos:R:3:forces:R:3:nbo_charge:R:1 method="wB97M-V/def2-TZVPD" homo_energy_ev=-10.6001 lumo_ev=0.5 total_energy_ev=-6239.693 spin_multiplicity=1 relative_energy_kj_mol=54.0 molar_mass_g_mol=54.0 fmax_ev_per_a=2.22 smiles=O.O.O
O 0.2021 -0.0908 -0.7788 0.124 -0.424 -1.412 -0.992
H 0.7101 -0.5368 -1.5138 -0.732 0.777 1.618 0.489
H 0.6491 -0.2368 0.0632 0.612 -0.175 -0.375 0.495
O 1.5311 -1.3238 1.2502 0.169 0.084 -2.215 -0.948
H 2.0271 -1.1888 2.0212 0.769 0.231 1.810 0.484
H 0.6521 -1.5888 1.4522 -0.951 -0.523 0.716 0.482
O -1.8059 1.9582 -0.7788 -1.008 1.745 -0.112 -0.987
H -1.2509 1.2032 -0.6178 -0.128 -1.068 -0.418 0.503
H -2.7149 1.8042 -1.0978 1.145 -0.647 0.387 0.474



67
Properties=species:S:1:pos:R:3:forces:R:3:nbo_charge:R:1 method="wB97M-V/def2-TZVPD" homo_energy_ev="-6.7593 / -5.3305" lumo_ev="-0.5 / -0.5" total_energy_ev=-48765.894 spin_multiplicity=1 molar_mass_g_mol=667.9 fmax_ev_per_a=1.57
C 3.0516 -1.2798 0.1805 0.428 -0.915 -0.218 -0.859
C 2.7917 0.6342 1.8733 -0.011 0.736 0.506 -0.872
H 2.3128 -2.0390 -0.1277 -0.020 0.387 0.192 0.191
H 3.5442 -1.5839 1.1145 -0.114 0.232 -0.485 0.199
H 3.7579 -1.1229 -0.6432 0.116 0.037 0.235 0.188
H 2.1921 1.5004 2.2251 0.158 -0.317 -0.167 0.187
H 2.5738 -0.2380 2.4809 0.045 0.124 -0.090 0.206
H 3.8454 0.8985 1.8412 0.077 -0.149 -0.010 0.192
C 0.8084 -0.1033 -3.7114 -0.455 0.497 -0.314 0.052
C 0.2896 -0.1501 -5.0228 0.121 0.625 0.819 -0.242
C -0.3407 1.0031 -5.5068 0.265 -0.105 0.576 -0.166
C -0.4251 2.1349 -4.6778 0.162 0.182 0.633 -0.219
H 1.3266 -0.9873 -3.3087 -0.271 0.490 0.002 0.211
H 0.3942 -1.0645 -5.6052 -0.064 0.327 0.053 0.230
H -0.7483 1.0015 -6.5184 0.048 0.182 0.324 0.227
H -0.9065 3.0558 -5.0225 0.156 -0.504 -0.053 0.216
N 0.7022 0.9692 -2.9047 -0.309 0.498 -1.330 -0.431
C 0.1089 2.1120 -3.3607 0.099 -1.335 -0.757 0.167
C 0.0789 3.2967 -2.4233 -0.058 1.196 0.846 0.179
N 0.5233 3.1040 -1.1540 -0.053 1.228 -0.434 -0.438
C 0.5971 4.1425 -0.2904 -0.347 -0.307 -0.786 0.061
C -0.3231 5.6651 -1.8919 -0.016 -0.687 -0.525 -0.165
C 0.1683 5.4365 -0.6133 0.223 -0.341 0.366 -0.247
H 1.0180 3.9354 0.7075 -0.270 -0.055 -0.556 0.205
H 0.2398 6.2259 0.1483 -0.076 -0.356 -0.519 0.230
C -0.3586 4.5961 -2.8141 0.314 -0.597 0.513 -0.217
H -0.6996 4.7387 -3.8352 0.002 0.202 0.235 0.216
H -0.6660 6.6639 -2.1738 0.111 -0.404 -0.026 0.227
Pb 1.8143 0.8559 -0.4378 -0.682 -1.021 0.984 1.098
C 3.5947 1.8526 -1.4525 0.527 0.102 -0.021 -1.124
H 3.7869 2.8237 -0.9686 0.023 -0.306 -0.146 0.210
H 3.4366 2.0107 -2.5289 -0.034 -0.074 0.322 0.210
H 4.4515 1.1784 -1.2920 -0.179 0.369 -0.098 0.213
C -1.0722 -4.7395 -1.6945 0.052 0.487 0.147 -0.205
C -1.1386 -3.4431 -2.2339 -0.072 0.014 0.316 -0.225
C -1.0460 -2.3216 -1.3995 0.217 -0.591 0.195 -0.228
C -0.8432 -2.4858 -0.0104 -0.258 -0.399 -0.367 -0.444
C -0.8222 -3.7846 0.5294 0.061 -0.188 -0.711 -0.224
C -0.9135 -4.9010 -0.3143 -0.067 0.251 -0.088 -0.221
Si -0.6503 -0.9984 1.0864 0.472 0.238 -0.127 1.325
C -2.3426 -0.3685 1.5188 -0.829 0.407 -0.148 -0.441
C -2.7302 0.9774 1.3321 -0.383 -0.599 0.604 -0.226
C -3.9657 1.4193 1.8309 0.017 -0.170 -0.094 -0.224
C -4.8421 0.5287 2.4669 0.499 -0.071 -0.174 -0.204
C -4.4840 -0.8176 2.5923 0.207 -0.158 -0.194 -0.218
C -3.2553 -1.2762 2.0972 -0.206 0.733 0.163 -0.218
C 0.1705 -1.4979 2.6818 0.095 -0.269 0.415 -0.555
C -0.1679 -0.8254 3.8765 0.396 -0.293 -0.028 -0.144
C 0.4896 -1.1163 5.0738 0.111 -0.180 -0.195 -0.223
C 1.5231 -2.0651 5.1004 -0.095 0.129 -0.299 -0.220
C 1.8818 -2.7323 3.9205 -0.444 0.250 -0.154 -0.222
C 1.1851 -2.4762 2.7260 0.238 0.130 0.633 -0.204
H -1.1587 -5.6093 -2.3495 0.091 0.268 0.220 0.211
H -1.2616 -3.3046 -3.3083 -0.039 -0.070 0.222 0.207
H -1.1207 -1.3102 -1.8197 0.115 -0.410 0.139 0.215
H -0.7284 -3.9345 1.6073 0.049 0.059 -0.346 0.219
H -0.8493 -5.8994 0.1114 -0.099 0.116 -0.071 0.211
H -2.0553 1.6675 0.8187 -0.172 -0.156 0.239 0.215
H -4.2463 2.4675 1.7274 0.030 -0.232 -0.022 0.209
H -5.7997 0.8755 2.8559 0.266 -0.044 -0.093 0.212
H -5.1558 -1.5271 3.0794 0.104 0.241 -0.162 0.212
H -2.9950 -2.3364 2.1801 -0.061 0.374 0.058 0.215
H -0.9540 -0.0688 3.8568 0.167 -0.181 0.062 0.206
H 0.1960 -0.6017 5.9893 0.109 -0.120 -0.210 0.209
H 2.0519 -2.2736 6.0347 -0.182 0.069 -0.337 0.212
H 2.7053 -3.4470 3.9224 -0.253 0.104 0.038 0.213
H 1.4544 -3.0411 1.8284 -0.053 0.314 0.303 0.220



17
Properties=species:S:1:pos:R:3:forces:R:3:nbo_charge:R:1 method="wB97M-V/def2-TZVPD" homo_energy_ev=-9.8144 lumo_ev=1.2 total_energy_ev=-7862.381 spin_multiplicity=1 relative_energy_kj_mol=209.6 molar_mass_g_mol=89.1 fmax_ev_per_a=1.07 smiles=CC[C@@H](C)ON
C -1.3116 1.6053 -0.3623 -0.078 0.186 -0.043 -0.609
C -0.1717 0.6832 -0.7635 0.062 0.091 0.088 -0.419
C 0.1496 -0.3707 0.3045 -0.182 -0.146 -0.546 0.094
C -0.8810 -1.4966 0.3247 0.163 -0.271 -0.068 -0.628
O 1.4182 -0.9752 -0.0064 0.056 0.401 0.781 -0.434
N 2.4781 -0.2107 0.6444 -0.431 -0.686 -0.705 -0.526
H -1.5400 2.2980 -1.1786 -0.043 -0.053 0.155 0.211
H -1.0350 2.1997 0.5147 -0.090 -0.066 -0.065 0.204
H -2.2232 1.0489 -0.1280 0.051 0.071 -0.020 0.200
H -0.4129 0.1891 -1.7131 0.049 -0.125 0.187 0.198
H 0.7173 1.2919 -0.9681 -0.012 -0.141 0.204 0.207
H 0.1869 0.0833 1.3037 0.226 0.017 -0.211 0.181
H -1.8573 -1.1453 0.6701 0.138 0.022 -0.065 0.212
H -0.5509 -2.3059 0.9854 -0.054 0.219 0.008 0.218
H -1.0014 -1.9376 -0.6713 0.007 0.151 0.078 0.208
H 2.9406 -0.9402 1.1897 0.061 0.263 -0.058 0.342
H 3.0942 -0.0174 -0.1459 0.078 0.068 0.280 0.341